Entry from the OMol25 dataset: a cluster of 5 separate species, C3H14O4 in total in a non-equilibrium geometry (ωB97M-V with the def2-TZVPD basis set).

CARTESIAN COORDINATES (ANGSTROEM)
C (1.106, -0.093, 1.231)
C (2.111, -1.065, 1.992)
C (3.318, -1.569, 1.697)
H (1.061, -0.339, 0.073)
H (1.419, 0.864, 1.424)
H (0.267, -0.321, 1.956)
H (1.682, -1.191, 2.955)
H (4.106, -1.985, 2.391)
H (3.687, -1.413, 0.691)
H (0.427, 2.477, -1.370)
H (-0.051, 1.129, -1.967)
O (0.105, 1.613, -1.117)
H (-1.483, 2.308, 1.195)
H (-2.050, 3.645, 1.665)
O (-1.846, 3.119, 0.867)
H (-2.176, 0.352, -2.891)
H (-1.243, -0.749, -2.988)
O (-1.712, -0.127, -3.574)
H (-2.511, -2.925, -0.401)
H (-1.430, -2.575, 0.622)
O (-1.661, -2.470, -0.285)

SMILES string: C=CC.O.O.O.O
frontier orbital gap: 9.991 eV
F_max: 5.170 eV Å⁻¹
ΔE to the lowest compared entry with this formula, charge and spin: 242.7 kJ/mol

These are the natural (NBO) partial charges, in e, on atoms 1 to 6:
1. C -0.639
2. C -0.161
3. C -0.422
4. H 0.240
5. H 0.214
6. H 0.204

=====

Entry from the OMol25 dataset: a cluster of 4 separate species, C3H14O4 in total in a non-equilibrium geometry (ωB97M-V with the def2-TZVPD basis set).

CARTESIAN COORDINATES (ANGSTROEM)
C (-1.044, 0.070, -0.523)
O (-0.188, 1.071, 0.086)
C (-1.821, -0.719, 0.540)
C (-3.094, -1.292, -0.070)
H (-0.373, -0.621, -1.095)
H (-1.809, 0.651, -1.034)
H (0.239, 0.638, 0.852)
H (-1.912, 0.035, 1.328)
H (-1.232, -1.549, 0.918)
H (-3.744, -0.527, -0.479)
H (-3.711, -2.039, 0.447)
H (-2.698, -1.982, -0.850)
H (3.496, 0.647, 0.197)
H (2.474, 0.160, -0.856)
O (2.935, -0.096, -0.040)
H (1.271, 2.504, -1.918)
H (0.910, 1.296, -0.847)
O (1.230, 1.549, -1.833)
H (1.344, -0.340, 2.553)
H (1.778, -0.832, 1.173)
O (1.010, -0.836, 1.797)

SMILES string: CCCO.O.O.O
frontier orbital gap: 10.966 eV
F_max: 2.847 eV Å⁻¹
ΔE to the lowest compared entry with this formula, charge and spin: 95.7 kJ/mol

These are the natural (NBO) partial charges, in e, on atoms 1 to 6:
1. C -0.060
2. O -0.746
3. C -0.433
4. C -0.620
5. H 0.180
6. H 0.191

=====

Entry from the OMol25 dataset: a structure of composition C3H15AgO9P in a non-equilibrium geometry (ωB97M-V with the def2-TZVPD basis set).

CARTESIAN COORDINATES (ANGSTROEM)
Ag (1.997, -0.261, -1.039)
C (1.535, -1.044, 3.006)
C (1.353, -0.160, 1.778)
C (0.524, 1.114, 2.100)
O (2.553, 0.178, 1.092)
H (0.568, -1.303, 3.231)
H (2.221, -0.562, 3.652)
H (2.051, -1.923, 2.697)
H (0.662, -0.730, 1.122)
H (-0.168, 1.008, 3.018)
H (0.197, 1.754, 1.302)
H (1.415, 1.628, 2.442)
P (-0.287, 1.322, -2.187)
O (-0.821, 2.703, -2.060)
O (-0.446, 0.272, -3.308)
O (-0.907, 0.132, -1.267)
O (1.310, 1.479, -2.041)
O (-3.089, 2.272, 1.396)
H (-3.494, 2.438, 0.572)
H (-2.528, 1.525, 1.147)
O (-1.006, -2.584, -1.876)
H (-0.720, -1.701, -1.554)
H (-1.218, -2.442, -2.799)
O (-2.567, -0.868, 0.594)
H (-2.582, -1.436, -0.153)
H (-1.823, -0.273, 0.225)
O (2.105, -1.125, -3.654)
H (1.998, -0.165, -3.773)
H (1.169, -1.248, -3.666)

multiplicity: 2
net charge: -2
frontier orbital gap (spin up / spin down): 6.706 / 6.281 eV
F_max: 4.547 eV Å⁻¹
ΔE to the lowest compared entry with this formula, charge and spin: 0.0 kJ/mol

These are the natural (NBO) partial charges, in e, on atoms 1 to 6:
1. Ag 0.858
2. C -0.651
3. C 0.115
4. C -0.673
5. O -1.010
6. H 0.198

=====

Entry from the OMol25 dataset: a cluster of 3 separate species, C3H15N2O2 in total in a non-equilibrium geometry (ωB97M-V with the def2-TZVPD basis set).

CARTESIAN COORDINATES (ANGSTROEM)
C (1.571, -1.072, -0.695)
N (1.771, -0.386, -1.936)
C (1.222, -0.041, 0.438)
N (0.108, 0.864, 0.022)
C (0.433, 2.248, -0.104)
H (0.623, -1.852, -0.789)
H (2.393, -1.777, -0.452)
H (1.597, -0.955, -2.652)
H (2.767, 0.020, -2.086)
H (0.914, -0.705, 1.301)
H (2.132, 0.597, 0.709)
H (-0.684, 0.592, 0.624)
H (-0.178, 0.486, -0.981)
H (0.026, 2.875, 0.783)
H (1.525, 2.348, -0.112)
H (-0.071, 2.615, -1.045)
H (-0.199, -1.567, 4.079)
H (-0.463, -2.481, 2.909)
O (-0.646, -1.523, 3.172)
H (-4.507, 0.586, -1.022)
H (-3.890, -0.643, -0.817)
O (-3.664, 0.235, -1.283)

net charge: +1
frontier orbital gap: 10.985 eV
F_max: 5.160 eV Å⁻¹
ΔE to the lowest compared entry with this formula, charge and spin: 209.8 kJ/mol

These are the natural (NBO) partial charges, in e, on atoms 1 to 6:
1. C -0.237
2. N -0.864
3. C -0.258
4. N -0.537
5. C -0.433
6. H 0.199

=====

Entry from the OMol25 dataset: a cluster of 3 separate species, C3H15N2O2S in total in a non-equilibrium geometry (ωB97M-V with the def2-TZVPD basis set).

CARTESIAN COORDINATES (ANGSTROEM)
N (-0.851, 0.430, -0.624)
C (0.115, -0.367, 0.208)
C (1.456, 0.389, 0.244)
S (2.785, -0.166, -0.896)
C (-0.559, -0.457, 1.608)
N (-1.959, -0.778, 1.556)
H (-1.755, 0.520, -0.115)
H (-0.536, 1.400, -0.766)
H (-1.154, -0.078, -1.439)
H (0.163, -1.382, -0.188)
H (1.306, 1.423, -0.060)
H (1.808, 0.415, 1.269)
H (3.363, -1.050, -0.051)
H (-0.413, 0.525, 2.086)
H (0.065, -1.106, 2.237)
H (-2.560, -0.317, 2.228)
H (-2.185, -1.741, 1.310)
H (-1.021, 4.034, -0.266)
H (0.264, 3.621, -0.924)
O (-0.483, 3.254, -0.452)
H (-2.688, -3.322, -0.786)
H (-2.491, -1.831, -1.144)
O (-2.372, -2.459, -0.460)

net charge: +1
frontier orbital gap: 9.575 eV
F_max: 1.845 eV Å⁻¹
ΔE to the lowest compared entry with this formula, charge and spin: 53.8 kJ/mol

These are the natural (NBO) partial charges, in e, on atoms 1 to 6:
1. N -0.714
2. C -0.079
3. C -0.541
4. S -0.011
5. C -0.235
6. N -0.894

=====

Entry from the OMol25 dataset: a cluster of 3 separate species, C3H15N2O2S in total in a non-equilibrium geometry (ωB97M-V with the def2-TZVPD basis set).

CARTESIAN COORDINATES (ANGSTROEM)
N (-0.061, -0.562, -0.817)
C (-0.108, 0.620, 0.150)
C (-1.552, 0.916, 0.532)
S (-2.431, 2.178, -0.424)
C (0.718, 0.155, 1.359)
N (1.883, -0.642, 0.887)
H (0.762, -1.143, -0.545)
H (-0.914, -1.147, -0.789)
H (0.234, -0.191, -1.715)
H (0.325, 1.462, -0.386)
H (-2.133, -0.008, 0.466)
H (-1.597, 1.113, 1.603)
H (-2.323, 3.150, 0.489)
H (0.011, -0.416, 1.964)
H (1.099, 0.979, 1.963)
H (2.338, -0.962, 1.736)
H (2.528, 0.045, 0.501)
H (-2.110, -3.215, -0.142)
H (-3.110, -2.287, -0.835)
O (-2.248, -2.296, -0.403)
H (3.484, 1.253, -1.857)
H (2.292, 0.442, -2.232)
O (2.913, 0.556, -1.504)

net charge: +1
frontier orbital gap: 9.668 eV
F_max: 1.194 eV Å⁻¹
ΔE to the lowest compared entry with this formula, charge and spin: 33.9 kJ/mol

These are the natural (NBO) partial charges, in e, on atoms 1 to 6:
1. N -0.734
2. C -0.064
3. C -0.572
4. S -0.006
5. C -0.248
6. N -0.857

=====

Entry from the OMol25 dataset: a cluster of 4 separate species, C3H15NO3 in total in a non-equilibrium geometry (ωB97M-V with the def2-TZVPD basis set).

CARTESIAN COORDINATES (ANGSTROEM)
C (-0.441, -1.095, -0.831)
N (-1.439, -0.124, -0.288)
C (-2.698, -0.338, -0.961)
C (-0.950, 1.218, -0.624)
H (-0.778, -2.110, -0.627)
H (-0.432, -0.913, -1.914)
H (0.506, -0.913, -0.330)
H (-3.433, 0.391, -0.625)
H (-3.084, -1.342, -0.781)
H (-2.616, -0.252, -2.063)
H (-1.519, 1.959, -0.071)
H (0.117, 1.350, -0.490)
H (-1.167, 1.411, -1.688)
H (3.596, -0.935, -0.198)
H (3.757, 0.333, -1.102)
O (3.686, -0.633, -1.076)
H (-0.118, -0.271, 3.129)
H (-0.577, -0.360, 1.692)
O (-0.057, 0.205, 2.283)
H (1.800, 0.526, 2.175)
H (3.112, 1.314, 1.946)
O (2.734, 0.578, 2.444)

SMILES string: CN(C)C.O.O.O
frontier orbital gap: 9.864 eV
F_max: 2.177 eV Å⁻¹
ΔE to the lowest compared entry with this formula, charge and spin: 111.2 kJ/mol

These are the natural (NBO) partial charges, in e, on atoms 1 to 6:
1. C -0.426
2. N -0.453
3. C -0.416
4. C -0.423
5. H 0.199
6. H 0.175

=====

Entry from the OMol25 dataset: a cluster of 4 separate species, C3H15NO3 in total in a non-equilibrium geometry (ωB97M-V with the def2-TZVPD basis set).

CARTESIAN COORDINATES (ANGSTROEM)
C (-1.519, -1.080, -0.501)
N (-0.873, -0.360, 0.727)
C (-0.751, -1.391, 1.853)
C (-1.554, 0.846, 1.218)
H (-0.749, -1.676, -1.047)
H (-2.319, -1.801, -0.119)
H (-1.835, -0.379, -1.193)
H (-0.443, -0.776, 2.741)
H (-0.168, -2.358, 1.696)
H (-1.825, -1.709, 2.031)
H (-1.026, 1.437, 1.978)
H (-1.752, 1.531, 0.394)
H (-2.501, 0.661, 1.656)
H (-0.238, 2.366, -2.007)
H (0.574, 1.113, -1.906)
O (-0.323, 1.380, -2.024)
H (2.109, -0.487, 1.663)
H (1.018, -0.626, 0.612)
O (1.991, -0.650, 0.630)
H (2.512, 0.485, -0.793)
H (3.239, 1.097, -2.196)
O (2.389, 0.944, -1.609)

SMILES string: CN(C)C.O.O.O
frontier orbital gap: 9.601 eV
F_max: 4.276 eV Å⁻¹
ΔE to the lowest compared entry with this formula, charge and spin: 185.8 kJ/mol

These are the natural (NBO) partial charges, in e, on atoms 1 to 6:
1. C -0.414
2. N -0.479
3. C -0.457
4. C -0.420
5. H 0.205
6. H 0.169

=====

Entry from the OMol25 dataset: a cluster of 4 separate species, C3H15NO3 in total in a non-equilibrium geometry (ωB97M-V with the def2-TZVPD basis set).

CARTESIAN COORDINATES (ANGSTROEM)
C (-2.313, 0.407, -0.779)
N (-1.030, 0.992, -0.480)
C (-0.192, 0.564, -1.680)
C (-1.180, 2.480, -0.454)
H (-2.238, -0.655, -0.977)
H (-2.814, 0.704, -1.752)
H (-3.043, 0.451, -0.003)
H (0.827, 1.006, -1.526)
H (-0.083, -0.474, -1.761)
H (-0.698, 1.081, -2.606)
H (-0.142, 2.967, -0.442)
H (-1.925, 2.759, 0.160)
H (-1.359, 3.015, -1.418)
H (3.578, -1.312, 4.758)
H (3.425, -0.429, 6.115)
O (3.684, -1.325, 5.779)
H (0.513, -1.324, 0.694)
H (-0.284, -2.383, 1.368)
O (0.406, -2.289, 0.703)
H (1.610, -2.468, -2.535)
H (1.589, -2.124, -1.163)
O (1.669, -1.645, -2.002)

SMILES string: CN(C)C.O.O.O
frontier orbital gap: 9.522 eV
F_max: 6.046 eV Å⁻¹
ΔE to the lowest compared entry with this formula, charge and spin: 250.0 kJ/mol

These are the natural (NBO) partial charges, in e, on atoms 1 to 6:
1. C -0.435
2. N -0.433
3. C -0.427
4. C -0.430
5. H 0.199
6. H 0.163

=====

Entry from the OMol25 dataset: a cluster of 4 separate species, C3H15NO3 in total in a non-equilibrium geometry (ωB97M-V with the def2-TZVPD basis set).

CARTESIAN COORDINATES (ANGSTROEM)
C (-1.883, 0.630, -1.277)
N (-1.171, -0.371, -0.470)
C (-2.052, -1.450, 0.026)
C (-0.172, -1.082, -1.359)
H (-2.789, 1.051, -0.841)
H (-2.198, 0.275, -2.268)
H (-1.120, 1.389, -1.468)
H (-1.871, -2.487, -0.279)
H (-1.969, -1.557, 1.115)
H (-3.090, -1.188, -0.225)
H (0.642, -1.287, -0.675)
H (0.179, -0.474, -2.199)
H (-0.609, -1.901, -1.936)
H (1.606, 2.259, 0.215)
H (1.160, 1.278, -0.682)
O (1.968, 1.779, -0.562)
H (-0.246, 0.986, 2.281)
H (-0.381, 0.669, 0.843)
O (0.291, 1.048, 1.468)
H (1.891, -0.347, 2.185)
H (2.540, -0.674, 0.879)
O (2.597, -0.872, 1.816)

SMILES string: CN(C)C.O.O.O
frontier orbital gap: 10.387 eV
F_max: 2.279 eV Å⁻¹
ΔE to the lowest compared entry with this formula, charge and spin: 167.2 kJ/mol

These are the natural (NBO) partial charges, in e, on atoms 1 to 6:
1. C -0.422
2. N -0.484
3. C -0.431
4. C -0.438
5. H 0.209
6. H 0.177